232
Properties=species:S:1:pos:R:3:forces:R:3 method="wB97M-V/def2-TZVPD" largest_force_ev_per_a=3.529 lumo_energy_ev=-0.02 total_charge=0 molar_mass_g_mol=1265.804 energy_ha=-4272.4329 homo_lumo_gap_ev=8.5 homo_energy_ev=-8.518
C 4.027 2.198 1.005 -0.2 0.2 -0.3
O 5.130 2.936 0.497 -0.5 -0.3 0.8
H 3.080 2.388 0.500 -0.2 0.6 -0.3
H 4.088 1.116 0.885 0.7 -0.3 0.3
H 3.875 2.480 2.047 0.2 -0.2 0.0
H 5.284 2.692 -0.418 0.1 -0.3 -0.5
C 0.449 -3.799 3.885 1.2 -0.4 0.5
O -0.358 -2.746 4.349 -0.1 0.3 -0.9
H 1.315 -3.908 4.538 0.2 0.0 0.3
H -0.008 -4.789 3.888 -0.5 0.1 -0.2
H 0.905 -3.606 2.914 -0.6 0.3 -0.2
H -0.762 -3.016 5.177 -0.1 -0.3 0.6
C -2.783 -1.679 -3.189 -0.3 0.8 0.2
C -3.581 -0.899 -2.124 0.0 1.2 -0.5
C -3.127 0.597 -2.008 -0.6 -1.3 0.6
O -3.949 1.157 -0.943 0.6 -1.8 -0.9
C -3.961 2.494 -0.629 0.4 1.6 -0.2
N -5.002 -0.912 -2.448 0.4 0.0 -0.8
H -3.030 -1.308 -4.184 -0.2 -0.1 -0.1
H -3.046 -2.734 -3.111 0.1 0.0 -0.1
H -1.708 -1.533 -3.081 0.1 -0.2 0.3
H -3.463 -1.411 -1.169 0.5 0.2 0.4
H -3.269 1.079 -2.975 -0.3 0.3 0.0
H -2.058 0.579 -1.796 0.1 0.5 0.4
H -4.768 2.753 0.055 -0.2 -0.6 0.2
H -4.165 3.132 -1.489 0.2 0.0 -0.4
H -3.031 2.812 -0.157 0.3 0.1 -0.1
H -5.488 -0.211 -1.907 -0.1 0.0 0.0
H -5.294 -1.827 -2.138 -0.6 0.0 0.0
C 4.300 2.206 -5.090 0.6 1.2 -0.2
C 3.285 2.296 -3.976 -0.6 0.9 -0.6
C 1.858 2.677 -4.465 0.5 -0.3 0.3
O 1.018 2.688 -3.330 0.1 -0.2 0.4
C -0.357 2.893 -3.571 0.3 0.2 -0.4
N 3.372 1.111 -3.191 -0.7 -1.2 0.4
H 4.276 3.134 -5.661 -0.3 -0.1 -0.5
H 4.248 1.338 -5.748 -0.3 0.0 0.1
H 5.303 2.271 -4.669 0.1 -0.5 0.1
H 3.589 3.101 -3.307 0.0 0.4 -0.1
H 1.460 1.982 -5.204 0.1 -0.3 -0.2
H 1.923 3.649 -4.954 -0.1 0.4 0.0
H -0.505 3.877 -4.017 -0.2 0.2 0.1
H -0.901 2.801 -2.631 0.2 0.1 0.0
H -0.758 2.168 -4.278 0.0 -0.3 -0.1
H 3.245 0.309 -3.791 0.5 -0.3 -0.3
H 2.519 1.019 -2.659 -0.1 0.3 1.0
C -6.527 -1.429 2.469 0.0 -1.0 0.6
C -5.675 -0.320 1.912 1.3 -1.1 -0.8
C -4.121 -0.662 2.012 -1.1 0.5 0.5
O -3.838 -1.889 1.334 -0.8 0.3 0.8
C -2.708 -2.593 1.733 1.3 -0.7 -0.6
N -6.023 -0.168 0.492 0.3 0.0 0.3
H -7.596 -1.219 2.439 0.1 0.3 0.2
H -6.198 -1.727 3.464 -0.3 0.4 0.4
H -6.438 -2.380 1.944 0.3 0.2 -0.5
H -5.895 0.582 2.483 0.3 0.3 -0.1
H -3.824 -0.652 3.061 0.1 -0.6 0.3
H -3.548 0.150 1.563 0.0 0.1 -0.4
H -1.778 -2.104 1.441 0.2 0.4 -0.1
H -2.699 -3.543 1.200 -0.2 0.0 -0.3
H -2.521 -2.904 2.761 -0.9 0.6 0.6
H -5.836 -1.083 0.109 -0.6 -0.6 -0.1
H -5.220 0.259 0.053 0.0 1.0 -0.1
C -7.705 -3.453 -1.976 -0.5 -0.3 0.5
C -6.998 -3.357 -0.604 -0.1 0.4 -1.1
C -7.223 -4.512 0.346 -1.2 1.5 -0.1
O -8.631 -4.598 0.661 0.9 -1.4 -0.9
C -9.047 -5.947 0.426 -0.6 0.3 1.2
N -5.567 -3.308 -0.927 0.4 -0.4 0.3
H -7.310 -4.316 -2.511 0.0 -0.1 -0.2
H -7.587 -2.579 -2.616 0.5 0.1 0.3
H -8.786 -3.569 -1.889 0.0 -0.2 0.3
H -7.329 -2.445 -0.107 0.2 0.1 -0.1
H -6.706 -4.219 1.260 0.3 -0.6 0.1
H -6.787 -5.374 -0.161 -0.3 -0.5 0.5
H -10.129 -6.019 0.538 -0.1 0.4 -0.5
H -8.705 -6.565 1.256 0.5 -0.3 -0.1
H -8.716 -6.345 -0.533 -0.1 0.1 0.0
H -4.965 -3.369 -0.118 -0.1 0.7 0.7
H -5.340 -4.195 -1.354 -0.1 -0.2 -0.7
C -0.342 -6.109 0.966 -0.3 1.2 -0.5
C 0.327 -7.415 0.661 -1.8 0.0 -0.2
C 1.238 -7.345 -0.568 -0.1 -0.7 -0.2
O 0.580 -6.947 -1.792 -0.4 0.1 1.0
C 1.487 -6.783 -2.866 0.9 0.1 1.1
N 0.981 -7.909 1.867 1.0 0.0 -0.4
H -0.880 -5.740 0.093 0.2 0.0 -0.3
H 0.409 -5.369 1.242 0.0 0.1 0.1
H -1.127 -6.090 1.723 0.3 -0.6 0.4
H -0.473 -8.112 0.411 -0.2 -0.2 -0.5
H 1.567 -8.377 -0.689 0.4 -0.2 -0.3
H 2.120 -6.747 -0.336 0.1 0.4 -0.2
H 2.254 -6.091 -2.519 0.3 0.3 -0.2
H 1.046 -6.346 -3.762 -0.5 -0.4 0.2
H 2.018 -7.715 -3.057 -0.2 -0.2 -0.4
H 0.297 -8.304 2.497 -0.2 0.2 0.0
H 1.563 -8.690 1.600 0.3 -0.2 0.1
C 5.483 -1.339 -4.626 -0.3 0.1 0.7
C 4.528 -2.420 -5.111 -0.5 -0.1 0.6
C 3.147 -1.900 -5.571 1.3 0.6 -0.3
O 2.454 -1.282 -4.484 0.6 -0.2 -0.5
C 1.164 -0.861 -4.849 -1.2 -1.4 -0.1
N 5.220 -3.168 -6.136 -0.2 -0.2 -1.4
H 5.780 -0.600 -5.369 -0.2 -0.3 -0.5
H 6.403 -1.824 -4.300 0.0 0.1 0.2
H 5.064 -0.745 -3.814 0.1 -0.3 0.2
H 4.321 -3.212 -4.391 -0.2 0.7 1.3
H 2.575 -2.675 -6.080 -0.3 -0.4 0.4
H 3.365 -1.173 -6.353 -0.2 0.5 -0.2
H 0.593 -0.462 -4.010 0.6 0.6 0.2
H 0.595 -1.762 -5.075 -0.3 -0.3 -0.3
H 1.071 -0.251 -5.748 0.5 0.4 0.1
H 4.558 -3.852 -6.474 -0.1 -0.3 -0.5
H 5.910 -3.740 -5.671 0.4 0.1 0.0
C 4.505 -1.501 -0.695 0.9 2.5 -0.9
C 3.969 -2.628 0.049 -3.1 -1.4 -0.9
C 2.932 -3.409 -0.860 0.0 0.4 0.5
O 1.770 -2.621 -1.270 1.0 -1.0 -0.4
C 0.902 -3.403 -2.102 -0.1 0.1 0.4
N 5.001 -3.483 0.518 1.1 -0.8 -0.5
H 5.236 -0.918 -0.134 0.0 0.0 0.4
H 3.759 -0.761 -0.984 -0.3 -0.1 0.0
H 5.052 -1.744 -1.606 -0.2 -0.6 -0.1
H 3.453 -2.348 0.967 -0.8 0.9 -0.3
H 2.576 -4.292 -0.330 -0.3 -0.1 0.4
H 3.423 -3.828 -1.738 0.3 0.4 -0.3
H 1.404 -3.986 -2.875 0.5 0.1 0.1
H 0.202 -2.757 -2.632 0.0 0.2 0.3
H 0.356 -4.103 -1.470 -0.2 -0.1 0.0
H 5.332 -2.884 1.261 0.8 -0.6 0.3
H 4.594 -4.268 1.006 -0.1 -0.3 0.1
C 7.983 -2.682 2.175 -0.9 -1.3 0.5
C 7.275 -1.366 2.101 -0.9 0.9 -0.3
C 6.018 -1.120 3.063 1.5 -0.3 0.1
O 5.050 -2.142 2.911 -0.2 0.1 -0.2
C 3.901 -2.032 3.729 0.5 0.7 0.9
N 8.272 -0.366 2.347 0.6 1.6 1.1
H 8.726 -2.812 1.388 -0.1 0.2 -0.1
H 7.238 -3.472 2.087 0.2 -0.3 -0.2
H 8.482 -2.841 3.131 0.0 0.3 0.1
H 6.996 -1.145 1.071 -1.0 -0.8 -0.2
H 5.608 -0.116 2.958 -0.3 0.1 -0.9
H 6.366 -1.053 4.094 0.4 -0.6 0.3
H 4.185 -2.176 4.772 0.1 -0.3 0.2
H 3.115 -2.749 3.491 0.4 -0.1 -0.4
H 3.486 -1.024 3.734 -0.2 0.2 -0.5
H 9.001 -0.404 1.649 0.2 -0.3 0.0
H 7.874 0.553 2.212 -0.1 0.4 0.2
C -4.123 6.303 -0.998 -0.8 -0.9 0.4
C -4.165 7.344 -2.071 0.4 1.0 0.3
C -4.331 8.713 -1.428 -0.2 0.6 0.5
O -5.573 8.803 -0.757 -0.1 0.5 -0.5
C -5.793 10.103 -0.257 -0.7 -0.1 0.5
N -2.935 7.286 -2.833 -0.5 0.1 -0.2
H -3.566 6.551 -0.095 0.0 0.5 0.0
H -3.664 5.375 -1.338 -0.3 -0.1 -0.3
H -5.176 6.167 -0.750 0.1 -0.5 0.6
H -5.049 7.227 -2.698 0.1 -0.4 -0.2
H -4.247 9.541 -2.132 -0.2 0.0 -0.7
H -3.555 8.954 -0.701 0.5 -0.5 0.2
H -5.161 10.304 0.609 0.0 -0.1 0.3
H -6.848 10.147 0.011 0.1 0.0 0.3
H -5.650 10.948 -0.931 0.3 -0.3 -0.7
H -2.225 7.549 -2.165 0.7 0.1 -0.2
H -2.962 8.019 -3.527 0.2 0.2 -0.3
C 1.185 5.269 3.423 0.9 1.3 1.7
C 1.232 3.994 2.652 -0.7 0.3 1.1
C 0.939 2.774 3.564 0.3 0.0 -1.4
O 1.799 2.570 4.627 0.1 -0.9 2.1
C 1.502 1.349 5.415 1.0 1.4 -1.1
N 0.137 4.126 1.711 0.0 -0.7 -0.6
H 1.206 6.248 2.943 0.4 -0.4 -1.0
H 2.015 5.308 4.129 0.0 0.0 0.3
H 0.257 5.389 3.983 -0.2 -0.6 0.3
H 2.193 3.782 2.183 -0.2 0.5 -0.3
H 1.144 1.967 2.861 -0.8 -0.8 -0.2
H -0.109 2.841 3.856 -0.3 -0.2 0.2
H 2.251 1.336 6.207 -0.1 0.1 0.0
H 1.656 0.471 4.789 -0.1 -0.1 -0.2
H 0.499 1.318 5.842 -0.1 0.3 -0.1
H 0.018 3.276 1.178 0.1 -0.1 -0.3
H -0.723 4.222 2.232 0.0 0.5 0.2
C -2.594 -2.235 6.940 -1.0 2.3 0.8
C -2.158 -0.745 6.532 -0.2 -1.5 1.0
O -2.245 -0.620 5.169 -0.4 0.5 -1.7
O -1.611 -3.203 6.743 0.9 -0.4 -0.5
H -3.484 -2.442 6.346 0.0 0.0 -0.3
H -2.918 -2.342 7.975 0.0 0.6 0.3
H -1.177 -0.415 6.876 0.4 -0.6 0.4
H -2.828 0.022 6.921 -0.4 -0.5 0.4
H -1.694 -1.261 4.715 0.4 -0.1 -0.2
H -2.005 -4.030 7.030 0.2 -0.2 -0.1
C 0.680 -0.161 0.339 -1.1 -0.2 0.1
C -0.651 0.576 0.584 1.2 1.1 0.3
O -0.418 1.922 0.160 -0.6 -0.3 -0.9
O 0.971 -0.082 -1.071 -0.7 0.6 0.9
H 0.528 -1.162 0.743 0.4 -0.4 -0.5
H 1.500 0.296 0.892 0.0 0.2 0.1
H -0.929 0.757 1.622 0.2 -0.9 0.4
H -1.502 0.108 0.089 0.1 -0.1 -0.3
H 0.235 1.843 -0.539 0.1 0.3 -0.6
H 1.254 -0.946 -1.379 0.4 -0.6 0.1
C -3.594 2.872 4.158 -0.9 -0.5 -0.3
C -3.070 3.663 2.936 -0.1 1.1 1.5
O -2.340 4.873 3.328 -0.1 -1.3 -0.3
O -4.636 3.485 4.942 0.5 0.6 -0.6
H -2.816 2.553 4.852 0.6 0.3 -0.3
H -4.051 1.952 3.793 0.3 -0.3 -0.5
H -3.803 4.018 2.212 -0.6 -0.5 0.2
H -2.412 2.980 2.399 0.3 0.2 0.1
H -2.949 5.421 3.829 -0.1 0.0 0.1
H -4.856 2.821 5.600 -0.2 0.2 0.1
C 6.879 1.232 -2.483 1.2 0.0 -1.6
C 8.182 1.581 -1.754 -1.5 -0.4 0.3
O 9.106 0.610 -2.156 1.0 -0.5 0.2
O 5.816 1.988 -2.114 -1.1 1.8 2.0
H 6.687 0.163 -2.383 0.2 -0.2 0.3
H 6.934 1.437 -3.552 1.1 -0.5 -0.5
H 7.943 1.421 -0.702 0.0 0.4 0.3
H 8.596 2.583 -1.870 -0.4 0.1 -0.3
H 9.380 0.197 -1.334 0.4 -0.3 -0.3
H 5.039 1.674 -2.582 -0.9 -0.5 0.0
C 1.083 5.623 -1.123 -0.7 0.0 -0.1
C -0.343 6.098 -1.558 2.4 0.5 -0.7
O -0.305 7.535 -1.722 -0.7 -0.2 0.6
O 1.421 5.947 0.177 0.7 0.9 0.2
H 1.892 6.091 -1.684 -0.4 0.3 -0.7
H 1.181 4.561 -1.346 -0.2 -0.5 0.1
H -1.128 5.831 -0.850 0.2 0.2 0.1
H -0.550 5.624 -2.518 -0.3 0.0 -0.1
H 0.173 7.778 -2.519 0.1 -0.3 0.0
H 0.858 5.463 0.785 -0.6 -0.7 0.4